Record 1
{
  "formula": "C39H102N9O21",
  "method": "wB97M-V/def2-TZVPD",
  "symbols": ["C", "N", "C", "C", "C", "C", "O", "H", "H", "H", "H", "H", "H", "H", "H", "H", "H", "H", "H", "H", "H", "C", "N", "C", "C", "C", "C", "O", "H", "H", "H", "H", "H", "H", "H", "H", "H", "H", "H", "H", "H", "H", "C", "N", "C", "C", "C", "C", "O", "H", "H", "H", "H", "H", "H", "H", "H", "H", "H", "H", "H", "H", "H", "C", "C", "C", "O", "C", "N", "H", "H", "H", "H", "H", "H", "H", "H", "H", "H", "H", "H", "C", "C", "C", "O", "C", "N", "H", "H", "H", "H", "H", "H", "H", "H", "H", "H", "H", "H", "C", "C", "O", "N", "H", "H", "C", "H", "H", "H", "H", "H", "H", "C", "C", "O", "N", "H", "H", "C", "H", "H", "H", "H", "H", "H", "C", "C", "O", "N", "H", "H", "C", "H", "H", "H", "H", "H", "H", "C", "C", "O", "N", "H", "H", "C", "H", "H", "H", "H", "H", "H", "O", "C", "O", "O", "H", "O", "C", "O", "O", "H", "O", "C", "O", "O", "H", "O", "C", "O", "O", "H"],
  "coordinates": [[-17.076, -12.463, -7.746], [-16.169, -13.646, -8.090], [-15.172, -13.838, -6.976], [-17.037, -14.917, -8.246], [-15.417, -13.307, -9.388], [-14.690, -14.470, -10.110], [-15.579, -15.238, -10.925], [-17.552, -12.700, -6.793], [-17.900, -12.441, -8.466], [-16.511, -11.547, -7.599], [-14.692, -12.854, -6.856], [-14.497, -14.693, -7.099], [-15.712, -14.123, -6.072], [-17.693, -14.863, -7.365], [-16.435, -15.816, -8.157], [-17.734, -14.802, -9.079], [-14.706, -12.562, -9.095], [-16.092, -12.741, -10.044], [-14.201, -15.188, -9.427], [-13.871, -14.084, -10.762], [-16.114, -15.776, -10.324], [-22.609, -8.961, -15.260], [-22.299, -8.657, -16.710], [-21.558, -7.350, -16.901], [-21.290, -9.702, -17.157], [-23.517, -8.850, -17.680], [-24.808, -8.251, -17.101], [-24.660, -6.870, -16.627], [-23.196, -8.189, -14.784], [-21.690, -9.146, -14.715], [-23.199, -9.877, -15.322], [-20.751, -7.391, -16.186], [-22.190, -6.484, -16.688], [-21.285, -7.266, -17.952], [-21.647, -10.690, -16.951], [-20.301, -9.518, -16.695], [-21.114, -9.443, -18.182], [-23.644, -9.939, -17.776], [-23.163, -8.511, -18.631], [-25.091, -8.886, -16.252], [-25.619, -8.326, -17.867], [-25.563, -6.513, -16.545], [-19.968, -9.735, -12.594], [-20.702, -10.328, -11.411], [-22.182, -10.216, -11.642], [-20.350, -11.773, -11.161], [-20.344, -9.443, -10.139], [-18.914, -9.067, -9.989], [-18.091, -10.227, -10.069], [-20.334, -10.238, -13.512], [-18.914, -9.872, -12.538], [-20.170, -8.675, -12.647], [-22.407, -9.180, -11.920], [-22.795, -10.434, -10.777], [-22.411, -10.900, -12.430], [-19.339, -11.832, -10.818], [-20.540, -12.290, -12.101], [-20.901, -12.182, -10.339], [-20.663, -9.973, -9.259], [-20.956, -8.541, -10.154], [-18.741, -8.470, -9.117], [-18.694, -8.377, -10.823], [-17.157, -9.840, -9.915], [-17.927, -3.291, -6.945], [-17.838, -4.140, -8.222], [-17.303, -5.497, -7.856], [-18.328, -5.946, -7.005], [-18.068, -7.076, -6.288], [-19.246, -4.331, -8.768], [-19.509, -4.736, -9.666], [-19.700, -4.962, -8.126], [-19.737, -3.437, -8.792], [-18.437, -3.733, -6.080], [-18.450, -2.353, -7.190], [-16.927, -2.911, -6.750], [-17.225, -3.578, -8.895], [-16.319, -5.453, -7.360], [-17.194, -6.152, -8.747], [-17.414, -6.912, -5.423], [-17.653, -7.798, -6.981], [-18.997, -7.464, -5.898], [-22.971, -6.523, -8.791], [-23.411, -7.258, -7.506], [-22.409, -8.336, -6.953], [-22.838, -8.685, -5.639], [-23.567, -9.891, -5.473], [-23.614, -6.085, -6.520], [-23.558, -6.480, -5.565], [-22.913, -5.347, -6.625], [-24.553, -5.707, -6.599], [-22.988, -7.103, -9.713], [-22.006, -6.040, -8.679], [-23.728, -5.751, -8.939], [-24.383, -7.745, -7.523], [-21.398, -7.891, -6.884], [-22.325, -9.152, -7.681], [-23.935, -9.913, -4.455], [-22.956, -10.754, -5.678], [-24.388, -9.979, -6.203], [-24.645, -12.760, -13.002], [-25.415, -11.569, -12.460], [-25.003, -10.538, -12.930], [-26.549, -11.773, -11.711], [-26.903, -12.728, -11.823], [-25.024, -12.696, -9.800], [-27.155, -10.747, -10.741], [-25.094, -12.857, -14.004], [-24.973, -13.705, -12.546], [-23.566, -12.642, -13.100], [-27.866, -10.070, -11.194], [-26.270, -10.107, -10.566], [-27.453, -11.282, -9.831], [-21.934, -15.637, -10.916], [-20.460, -15.410, -11.296], [-19.628, -14.986, -10.456], [-20.040, -15.522, -12.603], [-20.668, -16.049, -13.221], [-20.766, -14.267, -13.271], [-18.619, -15.490, -12.985], [-21.972, -15.922, -9.856], [-22.386, -16.414, -11.570], [-22.423, -14.661, -11.074], [-18.625, -15.516, -14.087], [-18.079, -16.383, -12.666], [-18.097, -14.610, -12.621], [-23.879, -4.037, -13.708], [-24.381, -4.459, -12.372], [-24.068, -4.226, -11.245], [-25.571, -5.478, -12.453], [-26.040, -5.447, -11.550], [-26.293, -5.440, -13.163], [-25.040, -6.860, -12.649], [-22.818, -3.918, -13.768], [-24.436, -3.190, -14.086], [-24.026, -4.872, -14.418], [-25.773, -7.621, -12.382], [-24.030, -7.020, -12.273], [-25.004, -6.845, -13.718], [-13.051, -8.643, -13.915], [-14.423, -8.245, -14.445], [-14.798, -7.548, -15.322], [-15.605, -8.963, -13.665], [-16.304, -9.121, -14.396], [-15.441, -9.847, -13.194], [-16.248, -8.029, -12.696], [-13.053, -8.282, -12.886], [-12.249, -8.165, -14.444], [-12.970, -9.754, -13.878], [-17.236, -8.411, -12.485], [-16.200, -6.983, -13.094], [-15.643, -8.196, -11.806], [-22.089, -12.635, -15.761], [-21.271, -12.994, -14.750], [-20.383, -12.231, -14.405], [-21.614, -14.130, -14.037], [-22.709, -13.346, -15.935], [-14.862, -8.334, -8.044], [-15.218, -9.407, -8.861], [-15.001, -10.487, -8.425], [-15.994, -9.158, -10.020], [-15.248, -7.458, -8.090], [-19.813, -5.646, -12.609], [-20.784, -6.238, -11.693], [-21.803, -6.727, -12.076], [-20.424, -5.927, -10.646], [-20.399, -5.783, -13.323], [-22.521, -11.732, -8.795], [-23.736, -12.489, -8.710], [-24.287, -12.181, -9.750], [-24.180, -13.139, -7.834], [-22.128, -12.154, -8.061]],
  "mulliken_charge": [-0.9468, 0.3369, -0.8568, -1.2904, 0.1695, -0.7613, -0.4841, 0.4203, 0.3217, 0.3400, 0.3527, 0.3618, 0.4181, 0.4064, 0.4250, 0.5917, 0.3742, 0.0084, 0.2921, 0.3742, 0.3197, -0.6965, 0.0447, -0.7328, -0.8815, -0.5701, -0.5202, -0.5120, -0.0443, 0.1258, 0.5700, 0.3990, 0.2187, 0.3884, 0.3388, 0.3287, 0.5249, 0.3721, 0.5218, 0.2479, 0.4936, 0.3200, 0.1386, 1.2931, 0.5674, -0.2308, 1.2971, -0.7561, 0.1637, -0.2084, -0.0484, 0.0157, -0.0876, -0.1476, -0.6910, 0.0949, -0.0782, 0.1849, 0.2101, -0.9871, 0.4595, -0.3081, -0.1100, -1.3865, -0.0594, -0.3955, -0.3391, -0.6005, 0.1433, 0.2776, 0.1508, 0.4783, 0.3129, 0.4419, 0.4188, 0.5170, 0.5297, 0.0935, 0.2757, 0.0851, 0.2185, -0.5120, 0.0805, 0.6343, -0.4680, -0.6244, -0.2190, 0.3953, 0.2972, 0.3870, -0.2619, -0.1173, 0.4752, 0.3562, -0.1352, -0.1107, 0.3453, 0.2354, 0.2708, -0.6720, 0.5282, -0.4834, -0.2523, 0.2918, 0.2427, -0.6172, 0.4345, 0.4140, -0.2119, 0.3178, 0.0498, 0.3480, -0.7454, 0.4179, -0.5195, -0.4269, 0.4420, 0.4936, -0.9527, 0.3842, 0.3885, -0.1121, 0.3710, 0.3866, 0.2442, -0.6134, 0.5536, -0.4037, -0.0140, 0.4084, 0.4027, -0.5953, 0.3035, 0.3795, -0.0287, 0.5619, -0.0323, 0.0390, -1.0478, 0.6513, -0.3790, -0.0015, 0.3070, 0.3499, -0.4595, 0.3344, 0.3463, 0.3497, -0.2572, 0.3172, 0.4681, -0.3145, 0.5540, -0.5361, -0.5293, 0.3196, -0.5475, 0.2483, -0.5913, -0.3268, 0.2850, -0.6433, -0.5268, 0.5406, -0.6402, 0.2635, 0.0235, 0.1224, -0.1547, -0.5097, 0.1897],
  "charge": 5,
  "energy_ev": -98455.4793,
  "e_above_lowest_ev": 0.000,
  "homo_energy_ha": -0.67185,
  "e_lumo_ev": -9.977
}

---

Record 2
{
  "formula": "C3H11N2O2P",
  "method": "wB97M-V/def2-TZVPD",
  "symbols": ["C", "C", "C", "O", "H", "H", "H", "H", "H", "H", "H", "H", "N", "N", "P", "O", "H", "H", "H"],
  "coordinates": [[1.403, -0.587, -1.088], [0.105, -0.429, -1.826], [0.188, -0.863, -3.282], [-0.959, -1.120, -1.234], [1.503, -0.141, -0.066], [1.673, -1.601, -0.922], [2.099, -0.174, -1.876], [-0.135, 0.629, -1.737], [0.761, -0.018, -3.780], [-0.791, -1.023, -3.864], [0.579, -1.930, -3.481], [-0.929, -2.059, -1.284], [-1.096, 2.596, 3.607], [-0.409, 1.320, 3.734], [-1.101, -0.161, 3.304], [0.031, -0.988, 3.145], [-1.710, 2.447, 2.848], [-1.742, 2.676, 4.452], [0.529, 1.427, 3.350]],
  "nbo_charge": [-0.6263, 0.0852, -0.6497, -0.7346, 0.2236, 0.2054, 0.2070, 0.1727, 0.2124, 0.2273, 0.2094, 0.4674, -0.6390, -0.8281, 1.4308, -1.0405, 0.3357, 0.3484, 0.3929],
  "energy_ev": -19651.8654,
  "e_above_lowest_ev": 3.660,
  "smiles": "CC(C)O.NNP=O",
  "homo_energy_ha": -0.36191,
  "e_lumo_ev": 0.091
}

---

Record 3
{
  "formula": "H5NP2S2",
  "method": "wB97M-V/def2-TZVPD",
  "symbols": ["P", "N", "P", "S", "S", "H", "H", "H", "H", "H"],
  "coordinates": [[-1.830, 0.320, 0.471], [-0.635, -0.765, 0.061], [1.039, -0.432, -0.324], [1.492, 0.799, 1.403], [0.933, 0.785, -1.960], [-2.847, -0.812, 0.375], [-1.490, 0.516, 1.943], [-0.843, -1.769, -0.028], [2.467, 1.284, 0.771], [1.714, 0.074, -2.713]],
  "nbo_charge": [0.5333, -1.2965, 0.7378, -0.2933, -0.2851, -0.0281, -0.0541, 0.4197, 0.1235, 0.1428],
  "energy_ev": -41818.9533,
  "e_above_lowest_ev": 0.373,
  "smiles": "PNP(S)S",
  "homo_energy_ha": -0.31849,
  "e_lumo_ev": 0.588
}